ORCA calculation (ωB97M-V with the def2-TZVPD basis set) on C47H67I2N4O22P3 as an isolated structure at a distorted geometry.

```
145
Properties=species:S:1:pos:R:3
C 1.95757 -5.18284 1.65538
C 1.43421 -4.58881 0.33829
C 0.20859 -3.69800 0.56110
O 0.24794 -2.51847 -0.22944
C -0.68041 -1.49930 0.08081
C -1.98737 -2.14546 0.55696
C -3.30743 -1.37056 0.52375
O -3.79856 -0.98189 1.80754
C -4.67267 -1.95138 2.36719
C -5.31729 -1.35443 3.62015
O -0.95400 -0.82056 -1.17057
C -1.41129 -1.62302 -2.25624
C -2.86733 -1.27608 -2.69558
C -3.28176 0.19824 -2.68208
O -3.97725 0.57700 -3.86101
C -0.52010 -1.52606 -3.49031
I -0.41658 0.32208 -4.51221
C 0.21814 -2.52746 -4.04075
C 1.06497 -2.42070 -5.27825
I 0.27013 -4.46674 -3.24021
C -0.04532 -0.36820 1.03746
C 0.64616 0.78977 0.30177
C 1.67240 0.65912 -0.85546
N 1.95651 -0.62046 -1.40870
N 2.96360 1.20348 -0.42366
N 1.23042 1.58792 -1.96360
N -1.09081 0.15368 1.95917
P -1.20563 -0.50209 3.56902
O -1.84758 -2.02185 3.48348
O -2.34862 0.43868 4.25571
P -1.76222 1.76618 1.94587
C -0.37263 2.98991 2.11882
C -2.42235 2.18039 0.26913
C -3.93822 2.42757 0.32448
P 1.25490 -1.21426 2.22991
C 2.74681 -1.73711 1.31972
C 1.93724 0.10108 3.34937
C 3.16867 0.90199 2.94827
H 1.81504 -4.51149 2.49699
H 3.00009 -5.46767 1.53223
H 1.42028 -6.10853 1.84506
H 2.21274 -4.07895 -0.22096
H 1.14043 -5.43726 -0.27815
H -0.66086 -4.32624 0.35322
H 0.15388 -3.48353 1.62601
H -1.92206 -2.60222 1.53587
H -2.15265 -3.00511 -0.09542
H -4.08606 -2.01659 0.11159
H -3.28301 -0.49046 -0.11136
H -4.09239 -2.82517 2.66607
H -5.46488 -2.21813 1.66680
H -6.37542 -1.17082 3.43320
H -5.26444 -2.02882 4.46980
H -4.87980 -0.38926 3.84399
H -1.46796 -2.68535 -2.05013
H -2.96320 -1.66040 -3.71147
H -3.54574 -1.88581 -2.10128
H -2.42449 0.84166 -2.51136
H -4.01342 0.33828 -1.89543
H -3.50216 0.23950 -4.62262
H 1.88403 -1.71952 -5.13900
H 0.44282 -2.07876 -6.10445
H 1.46140 -3.38678 -5.56986
H 1.12473 1.37263 1.08048
H -0.12777 1.45592 -0.06359
H 1.21155 -1.06672 -1.91225
H 2.85288 -0.67505 -1.85520
H 2.82586 2.11958 -0.01771
H 3.51922 1.33824 -1.26133
H 0.23322 1.52621 -2.12128
H 1.48988 2.53860 -1.73817
H -1.22909 -2.59314 3.94044
H -2.45098 0.12611 5.15959
H -0.72764 3.80532 2.74356
H 0.52352 2.54850 2.54210
H -0.11130 3.43152 1.15730
H -1.93768 3.08462 -0.09706
H -2.13868 1.38115 -0.41045
H -4.24655 2.53996 1.36388
H -4.53219 1.61956 -0.08818
H -4.18920 3.36587 -0.16510
H 2.52470 -2.30942 0.43438
H 3.29449 -2.38502 2.00795
H 3.42014 -0.93815 1.01986
H 1.14542 0.76629 3.67390
H 2.20262 -0.48218 4.23310
H 4.02980 0.29510 2.68624
H 3.48778 1.46576 3.82518
H 2.98752 1.65830 2.19429
C -1.57121 3.05064 -7.88351
C -0.36375 3.24783 -7.33958
C 0.84771 3.57368 -8.17252
O 1.89792 3.75260 -7.58551
C 0.69474 3.65064 -9.61285
C -0.51214 3.45083 -10.16018
C -1.72877 3.14876 -9.32357
O -2.78553 2.99910 -9.90567
O -0.73857 3.50158 -11.46462
O -0.13291 3.17380 -6.03424
H -2.44601 2.81840 -7.29208
H 1.57258 3.86973 -10.20374
H -1.69108 3.32395 -11.58183
H 0.81903 3.36078 -5.91504
C 6.46373 3.90959 5.32823
C 7.59139 3.89146 6.05207
C 7.59893 3.50985 7.51023
O 8.67306 3.50483 8.08100
C 6.33777 3.17707 8.14451
C 5.20982 3.19800 7.42131
C 5.20624 3.55612 5.95755
O 4.13650 3.53107 5.37847
O 4.01739 2.90878 7.92116
O 8.78064 4.20088 5.55726
H 6.44793 4.17930 4.28189
H 6.35150 2.91968 9.19394
H 3.38479 2.99856 7.18316
H 9.41425 4.10133 6.29308
C -5.21130 6.98676 3.06096
C -4.07059 6.40678 2.66154
C -3.54253 6.56818 1.25851
O -2.48900 6.02215 0.98822
C -4.31395 7.35340 0.31493
C -5.45620 7.92945 0.71415
C -5.97086 7.79077 2.12399
O -7.00792 8.36456 2.39851
O -6.22082 8.66137 -0.08205
O -3.32262 5.65468 3.45381
H -5.59744 6.87924 4.06444
H -3.93535 7.44895 -0.69277
H -6.97614 8.95409 0.46272
H -2.56411 5.35885 2.91622
C 1.91224 -9.59455 -0.00014
C 3.13466 -10.09511 -0.22905
C 3.87050 -9.84867 -1.52200
O 4.98239 -10.32814 -1.63239
C 3.21552 -9.06394 -2.55191
C 1.99299 -8.56739 -2.32202
C 1.26849 -8.79365 -1.02137
O 0.16858 -8.28499 -0.90079
O 1.31914 -7.83991 -3.20154
O 3.79379 -10.83684 0.64742
H 1.37772 -9.76316 0.92390
H 3.74405 -8.90457 -3.48090
H 0.47199 -7.62212 -2.76628
H 4.64677 -11.05941 0.22806
```

Results
- gap between HOMO and LUMO (eV) = 5.37

Atomic partial charges in e from the Löwdin method, atoms 1 to 5: -0.0912, -0.2482, -0.2573, -0.1320, -0.3878